Density functional theory data (ωB97M-V/def2-TZVPD) for a structure of composition C4H4N4O.

Geometry as XYZ:
```
13
Properties=species:S:1:pos:R:3
C -1.22276 0.47833 0.32747
C -2.09706 -0.37790 -0.32390
C 0.90306 -0.83874 0.02316
C 2.27905 -0.67233 -0.32182
H -1.36825 0.40182 1.74456
H -1.53661 1.66122 0.24615
H 0.53226 -1.19469 1.41914
H 0.46588 -1.86841 -0.42743
N 0.87405 1.36684 -0.56302
N 0.25793 0.37611 0.00075
N -2.75325 -1.11915 -1.00601
N 3.45554 -0.65309 -0.55968
O 0.21016 2.44000 -0.55937
```

As for the gap between HOMO and LUMO: 9.61 eV. As for the total charge: 0. The calculation puts the total energy at -448.8304 Ha. Its lowest unoccupied orbital energy is -0.763 eV.